Record 1
Here is a 18-piece molecular cluster, C9H52NO18 overall from the Open Molecules 2025 dataset. Energies are from ωB97M-V with the def2-TZVPD basis set.

The geometry in XYZ format:
```
80
Properties=species:S:1:pos:R:3:lowdin_charge:R:1
C 11.104 17.729 8.903 -0.03
C 10.288 18.622 7.896 -0.42
C 9.628 19.809 8.693 -0.15
C 9.064 20.883 7.790 -0.20
C 10.095 21.473 6.899 -0.13
C 10.829 20.349 6.051 -0.43
N 11.259 19.163 6.857 -0.17
O 11.986 18.104 6.201 -0.28
C 12.116 21.089 5.597 -0.04
C 9.919 20.006 4.835 -0.02
C 9.157 17.691 7.333 -0.04
H 11.910 18.305 9.358 0.05
H 11.391 16.800 8.411 0.08
H 10.556 17.544 9.827 0.08
H 10.262 20.252 9.460 0.09
H 8.776 19.594 9.338 0.10
H 8.673 21.670 8.435 0.10
H 8.254 20.534 7.151 0.09
H 10.804 21.980 7.553 0.09
H 9.767 22.264 6.224 0.12
H 11.844 22.078 5.226 0.09
H 12.767 20.585 4.883 0.06
H 12.791 21.260 6.435 0.04
H 9.013 19.511 5.184 0.05
H 10.263 19.203 4.181 0.07
H 9.642 20.835 4.184 0.06
H 9.705 16.921 6.790 0.06
H 8.424 18.200 6.707 0.05
H 8.593 17.167 8.105 0.07
O 12.673 20.899 9.143 -0.04
H 12.174 21.716 9.122 0.03
H 12.173 20.299 8.590 -0.01
O 13.358 22.662 2.100 -0.06
H 13.082 22.737 1.186 0.02
H 13.278 21.729 2.299 -0.02
O 5.939 19.064 8.340 -0.04
H 6.830 18.781 8.543 0.00
H 5.531 18.299 7.935 0.00
O 14.112 19.868 2.426 -0.04
H 14.154 19.381 3.248 0.02
H 13.992 19.196 1.754 0.04
O 12.618 23.984 7.285 -0.05
H 12.717 23.049 7.106 -0.02
H 13.511 24.295 7.432 0.04
O 9.135 22.862 2.168 -0.05
H 9.876 22.310 1.919 0.02
H 8.441 22.244 2.396 0.02
O 7.703 24.569 6.782 -0.06
H 7.445 25.272 6.185 0.04
H 7.308 23.781 6.408 -0.04
O 14.042 15.868 6.365 -0.06
H 13.274 16.435 6.304 -0.02
H 14.699 16.401 6.813 0.01
O 9.028 21.302 11.287 -0.04
H 9.004 20.878 10.429 -0.03
H 9.421 20.649 11.866 0.03
O 6.692 22.292 6.070 -0.02
H 6.434 21.700 6.776 0.06
H 7.126 21.728 5.429 0.06
O 12.598 19.194 12.028 -0.06
H 11.724 19.546 11.859 0.01
H 13.034 19.218 11.176 0.01
O 9.960 16.073 4.269 -0.07
H 10.889 16.150 4.050 0.03
H 9.816 16.742 4.939 -0.02
O 6.622 14.585 8.123 -0.05
H 5.682 14.665 7.960 0.03
H 6.876 15.434 8.485 0.02
O 6.177 16.892 6.202 -0.05
H 5.245 16.916 5.987 0.04
H 6.457 16.010 5.956 0.04
O 15.336 21.821 6.325 -0.06
H 15.793 21.880 5.486 0.03
H 14.723 21.094 6.213 -0.03
O 14.693 19.091 5.704 -0.06
H 15.113 18.568 6.387 0.04
H 13.756 18.941 5.828 -0.02
O 8.950 24.241 9.245 -0.06
H 9.717 24.725 8.937 0.03
H 8.588 23.837 8.457 -0.02
```

As for the net charge: -1. For the HOMO energy, the calculation gives -3.94 eV. The value obtained for the relative energy (zero: lowest compared OMol25 entry of this formula, charge and spin) is 221.8 kJ/mol. For the HOMO-LUMO gap, the calculation gives 5.6 eV.

=====

Record 2
Here is a 10-piece molecular cluster, C16H54BF4N4O9 overall from the Open Molecules 2025 dataset. Energies are from ωB97M-V with the def2-TZVPD basis set.

The geometry in XYZ format:
```
88
Properties=species:S:1:pos:R:3:lowdin_charge:R:1
B 0.646 -1.546 -0.753 -1.25
F -0.522 -0.740 -0.839 0.10
F 0.551 -2.283 0.411 0.15
F 0.710 -2.324 -1.906 0.15
F 1.775 -0.675 -0.727 0.08
C -0.504 3.504 0.153 -0.05
C -1.205 3.580 -1.200 -0.42
C -0.801 4.751 -2.071 -0.24
O -0.905 5.967 -1.369 -0.19
C -0.609 7.070 -2.217 -0.11
N -1.043 2.338 -1.989 0.05
H -0.951 4.238 0.833 0.08
H 0.563 3.722 0.048 0.06
H -0.583 2.573 0.717 0.06
H -2.279 3.619 -0.975 0.13
H -1.311 4.788 -3.041 0.12
H 0.250 4.541 -2.346 0.13
H -1.303 7.040 -3.062 0.08
H 0.430 7.018 -2.561 0.09
H -0.728 7.948 -1.586 0.08
H -0.207 2.480 -2.552 0.06
H -0.877 1.517 -1.422 0.05
C 0.690 -0.838 5.518 -0.05
C -0.618 -1.598 5.777 -0.44
C -1.646 -1.444 4.652 -0.22
O -1.246 -2.205 3.545 -0.19
C -2.140 -2.192 2.470 -0.11
N -0.334 -2.997 6.084 0.04
H 0.464 0.224 5.655 0.08
H 0.978 -0.943 4.472 0.07
H 1.459 -1.120 6.229 0.07
H -1.087 -1.130 6.648 0.13
H -1.729 -0.392 4.352 0.13
H -2.609 -1.777 5.062 0.12
H -2.220 -1.194 2.015 0.09
H -3.149 -2.477 2.789 0.09
H -1.812 -2.810 1.635 0.08
H 0.038 -3.488 5.285 0.07
H -1.179 -3.432 6.431 0.06
C -4.855 -2.323 -3.137 -0.08
C -3.486 -2.390 -2.480 -0.43
C -3.495 -3.314 -1.281 -0.23
O -3.733 -4.660 -1.631 -0.18
C -3.691 -5.532 -0.523 -0.11
N -2.502 -2.792 -3.490 0.07
H -4.928 -1.610 -3.958 0.07
H -5.672 -2.212 -2.422 0.07
H -5.092 -3.279 -3.627 0.07
H -3.275 -1.367 -2.156 0.14
H -4.273 -3.036 -0.551 0.12
H -2.546 -3.161 -0.747 0.10
H -3.459 -6.546 -0.848 0.08
H -4.678 -5.483 -0.053 0.08
H -2.874 -5.297 0.165 0.07
H -2.872 -3.519 -4.086 0.07
H -1.691 -3.154 -2.997 0.05
C 3.124 2.673 0.948 -0.05
C 3.544 2.921 -0.494 -0.44
C 5.049 3.093 -0.618 -0.21
O 5.585 4.190 0.115 -0.19
C 5.190 5.442 -0.387 -0.13
N 3.153 1.778 -1.314 0.06
H 3.694 1.954 1.533 0.08
H 2.055 2.464 0.981 0.05
H 3.271 3.632 1.466 0.08
H 2.994 3.790 -0.870 0.11
H 5.339 3.178 -1.674 0.12
H 5.559 2.218 -0.212 0.13
H 5.381 5.516 -1.462 0.09
H 5.793 6.196 0.125 0.08
H 4.154 5.688 -0.129 0.08
H 2.610 1.054 -0.861 0.04
H 3.901 1.260 -1.763 0.07
O 2.975 -1.129 -3.376 -0.07
H 2.355 -1.186 -2.629 0.00
H 3.423 -1.979 -3.376 0.03
O -0.185 0.367 1.601 -0.06
H -0.348 -0.522 1.934 0.00
H 0.099 0.226 0.687 0.00
O 0.597 -5.302 -3.325 -0.07
H 0.103 -4.675 -2.777 -0.01
H 0.125 -6.132 -3.215 0.02
O -0.344 -4.675 -0.643 -0.05
H -0.143 -3.738 -0.471 0.01
H 0.277 -5.164 -0.095 0.06
O 3.246 -1.030 1.556 -0.07
H 2.467 -0.509 1.784 0.01
H 3.122 -1.237 0.621 0.02
```

As for the net charge: -1. For the HOMO energy, the calculation gives -6.25 eV. The value obtained for the relative energy (zero: lowest compared OMol25 entry of this formula, charge and spin) is 46.6 kJ/mol. For the HOMO-LUMO gap, the calculation gives 8.8 eV.

=====

Record 3
Here is one molecule with the formula C6H9N3 from the Open Molecules 2025 dataset. Energies are from ωB97M-V with the def2-TZVPD basis set.

The geometry in XYZ format:
```
18
Properties=species:S:1:pos:R:3:lowdin_charge:R:1
C 0.862 -1.530 0.399 -0.20
C -0.542 -1.355 0.055 -0.24
C -0.180 -0.677 1.055 -0.10
C -0.006 0.688 1.548 -0.08
C 0.572 1.180 0.249 -0.43
C -0.474 1.505 -0.705 -0.06
N 1.823 -0.812 -0.410 0.05
N 1.653 0.376 -0.415 0.03
N -1.252 -1.916 -1.020 0.14
H 1.173 -2.475 0.812 0.12
H -0.879 1.287 1.730 0.12
H 0.836 0.726 2.207 0.12
H 1.124 2.025 0.515 0.11
H -0.386 2.575 -0.934 0.10
H -1.469 1.096 -0.306 0.12
H -0.422 1.043 -1.647 0.06
H -1.699 -1.195 -1.538 0.07
H -0.734 -2.543 -1.596 0.09
```

As for the net charge: 0. As for the SMILES: C[C@H]1CC2=C(N)[C@H]2N=N1. For the HOMO energy, the calculation gives -7.89 eV. The value obtained for the relative energy (zero: lowest compared OMol25 entry of this formula, charge and spin) is 447.8 kJ/mol. For the HOMO-LUMO gap, the calculation gives 8.8 eV.

=====

Record 4
Here is C17H17BrN2O4PtS2 as an isolated structure from the Open Molecules 2025 dataset. Energies are from ωB97M-V with the def2-TZVPD basis set.

The geometry in XYZ format:
```
44
Properties=species:S:1:pos:R:3:lowdin_charge:R:1
Pt 1.164 0.160 -0.127 1.21
Br 0.283 -0.215 3.776 0.83
C 1.766 -0.893 2.797 -0.66
C 2.670 -1.519 3.664 -0.10
C 3.807 -2.138 3.146 0.00
C 4.093 -2.121 1.800 0.06
C 3.186 -1.428 0.962 -0.16
N 2.089 -0.803 1.448 -0.12
C 3.525 -1.352 -0.509 -0.53
O 4.530 -1.840 -0.992 0.15
O 2.659 -0.689 -1.263 -0.18
H 2.420 -1.497 4.728 0.11
H 4.454 -2.581 3.935 0.15
H 4.941 -2.689 1.423 0.15
C 1.315 1.422 -3.367 -0.06
O 0.378 0.704 -2.573 -0.25
C 0.279 -0.635 -3.046 -0.20
C -0.646 -1.425 -2.177 -0.17
O 0.063 -1.676 -0.958 -0.31
C -0.714 -2.394 0.030 -0.04
H 2.327 1.258 -3.000 0.09
H 1.029 2.478 -3.413 0.11
H 1.299 1.040 -4.397 0.11
H 1.280 -1.082 -2.992 0.13
H -0.140 -0.675 -4.066 0.16
H -0.931 -2.397 -2.666 0.17
H -1.538 -0.826 -1.970 0.11
H -1.044 -3.352 -0.423 0.12
H -1.582 -1.814 0.325 0.07
H -0.049 -2.602 0.880 0.09
S 1.602 2.104 0.853 0.57
C -0.669 0.953 0.118 -0.64
N -1.854 0.520 -0.130 0.07
C -2.875 1.445 0.188 -0.19
C -4.243 1.233 -0.019 0.07
C -5.096 2.250 0.437 0.03
C -4.600 3.347 1.181 0.05
C -3.230 3.562 1.342 0.00
C -2.365 2.625 0.778 -0.39
S -0.646 2.576 0.848 0.83
H -4.646 0.325 -0.461 0.14
H -6.164 2.195 0.297 0.13
H -5.285 4.073 1.603 0.14
H -2.843 4.375 1.992 0.15
```

As for the net charge: +2. For the HOMO energy (spin up / spin down), the calculation gives -14.85 / -15.50 eV. The spin multiplicity is 5. The value obtained for the relative energy (zero: lowest compared OMol25 entry of this formula, charge and spin) is 0.0 kJ/mol. For the HOMO-LUMO gap (spin up / spin down), the calculation gives 7.3 / 4.8 eV.